1.
A cluster of 2 separate species, C3H3Cl2O2 in total. Source: the OMol25 dataset; level of theory: wB97M-V/def2-TZVPD.

Geometry as XYZ:
```
10
Properties=species:S:1:pos:R:3:forces:R:3
O 2.1465 0.3957 -1.4756 -0.1 0.5 -0.6
H 0.4953 0.4053 1.3317 -0.8 0.8 1.0
C 1.7928 0.1055 -0.3778 0.4 0.8 -2.0
Cl -3.0110 1.3766 0.3776 -0.4 0.5 0.2
H -1.6437 0.5145 -1.2709 0.2 0.8 0.1
O 2.3923 -0.3260 0.6713 3.1 -0.5 1.8
C -1.5398 0.4571 -0.1760 -0.1 -0.5 -0.8
C 0.9203 -0.2542 0.6541 -1.8 -3.9 -1.1
H 0.5859 -1.3572 0.4625 -0.4 2.4 1.0
Cl -2.1386 -1.3174 -0.1969 -0.1 -0.9 0.4
```
Forces are in eV/Å.

Properties
E_tot: -32297.5015 eV
spin multiplicity: 1
charge: -1
energy above the lowest of the compared OMol25 structures with the same formula, charge and spin: 3.628 eV



2.
The ion C3H3Cl2O5P with charge -2. Source: the OMol25 dataset; level of theory: wB97M-V/def2-TZVPD.

Geometry as XYZ:
```
14
Properties=species:S:1:pos:R:3:forces:R:3
Cl 3.0374 0.2722 0.6681 0.6 0.3 0.0
H -2.6539 1.1509 -0.4902 -0.5 1.3 -1.4
H -1.5513 -0.2828 -0.5405 -0.6 -1.5 -0.9
C -1.8539 0.6117 -0.0858 0.1 -0.9 4.6
O -0.6625 1.3616 0.0853 0.4 1.3 0.2
O -1.0456 -2.2262 -0.2560 0.3 -1.0 0.4
C 0.4697 0.7004 0.4642 -1.2 -2.4 0.9
P 0.4062 -1.7987 -0.2647 0.4 -0.2 -1.0
H -2.3536 0.3476 1.0043 1.5 0.3 -2.2
O 0.2768 -0.5442 1.0949 1.1 3.0 -1.8
C 1.6883 1.2420 0.2589 -0.6 0.1 0.5
O 1.5568 -2.7345 0.0586 -1.1 0.2 0.7
Cl 1.9654 2.7641 -0.5868 -0.1 -0.6 0.3
O 0.7202 -0.8642 -1.4104 -0.1 0.2 -0.4
```
Forces are in eV/Å.

Properties
E_tot: -47731.7487 eV
spin multiplicity: 1
charge: -2



3.
A cluster of 2 separate species, C3H3Cl3 in total. Source: the OMol25 dataset; level of theory: wB97M-V/def2-TZVPD.

Geometry as XYZ:
```
9
Properties=species:S:1:pos:R:3:forces:R:3
Cl 1.7956 -0.6513 -1.0127 0.6 0.2 -0.3
H -1.1852 1.5026 -0.8065 0.6 3.7 -0.8
C -1.3007 0.5584 -0.4866 0.9 -0.3 0.7
C -0.3400 -0.0022 0.1132 -1.3 -4.3 1.8
C 1.0279 -0.0158 0.5026 3.3 -1.7 0.3
H 1.5529 -0.7507 1.2300 -2.2 1.3 -0.7
Cl -1.0478 -2.3557 0.3704 1.0 2.7 -0.2
Cl 1.6390 1.5853 0.9250 -0.2 0.3 -0.1
H -2.1417 0.1296 -0.8353 -2.7 -1.8 -0.6
```
Forces are in eV/Å.

Properties
E_tot: -40723.4426 eV
spin multiplicity: 1
energy above the lowest of the compared OMol25 structures with the same formula, charge and spin: 2.866 eV



Calculated max |F|, 4.4 4.7 4.8 eV/A (same order as the records).
Calculated E_HOMO, -3.23 -0.04 -10.26 eV (same order as the records).
Calculated Kohn-Sham gap, 6.89 5.48 8.57 eV (same order as the records).